This record from the OMol25 dataset describes a cluster of 2 separate species, HN3O4 in total in a non-equilibrium geometry. The level of theory is ωB97M-V/def2-TZVPD.

Each line ends with the Mulliken charge.
Atoms and positions in Å:
N (2.249, -0.381, -0.338)  0.26
N (-0.076, -0.103, 0.523)  -0.18
N (-0.660, 1.025, 0.013)  1.20
O (2.792, -1.367, -0.194)  -0.25
O (-0.058, 2.070, 0.147)  -0.52
O (-1.748, 0.937, -0.559)  -0.66
O (-0.780, -1.213, 0.356)  -0.25
H (-1.717, -0.968, 0.052)  0.40

Calculated values
HOMO energy (spin up / spin down): -11.07 / -8.33 eV
F_max: 2.84 eV/Å
LUMO (spin up / spin down): 0.1 / -2.7 eV
Energy above the lowest of the compared OMol25 structures with the same formula, charge and spin: 2.8438 eV
Energy: -465.53571 hartree
Kohn-Sham gap (spin up / spin down): 11.140 / 5.593 eV



This record from the OMol25 dataset describes a cluster of 2 separate species, C2H8N3O2 in total in a non-equilibrium geometry. The level of theory is ωB97M-V/def2-TZVPD.

Each line ends with the Mulliken charge.
Atoms and positions in Å:
C (3.073, 1.105, 0.273)  -0.43
C (-2.838, 0.039, -0.443)  -0.54
N (1.283, -0.368, -0.278)  0.09
N (-0.162, -2.073, -0.428)  -0.47
N (0.422, -1.106, -0.078)  0.72
O (2.352, -0.085, 0.431)  -0.09
O (-1.824, -0.069, 0.513)  -0.51
H (2.512, 1.751, 1.014)  0.28
H (3.065, 1.391, -0.737)  0.29
H (4.012, 0.795, 0.760)  0.24
H (-3.493, 0.815, 0.077)  0.28
H (-3.225, -0.899, -0.669)  0.24
H (-2.407, 0.443, -1.334)  0.26
H (-1.047, -2.419, -0.187)  0.33
H (-1.724, 0.679, 1.086)  0.31

Calculated values
HOMO energy: -14.38 eV
F_max: 5.21 eV/Å
LUMO: -6.0 eV
Total charge: +1
Energy above the lowest of the compared OMol25 structures with the same formula, charge and spin: 8.9461 eV
Energy: -395.22857 hartree
Kohn-Sham gap: 8.383 eV